a.
H14O6S | ωB97M-V/def2-TZVPD

Last column: Löwdin charge in e.
Cartesian coordinates (Å):
S (3.280, -3.099, -2.469)  0.499
H (1.976, -2.848, -2.636)  -0.240
H (3.544, -2.055, -3.278)  -0.219
H (3.226, 0.520, -1.786)  0.025
H (3.392, 1.177, -3.038)  0.041
O (2.706, 1.087, -2.360)  -0.061
H (-2.301, -1.232, 2.064)  0.019
H (-1.112, -1.588, 1.419)  0.002
O (-1.829, -2.029, 1.858)  -0.037
H (1.348, 2.447, 2.267)  0.019
H (1.112, 2.993, 0.920)  0.000
O (1.141, 3.273, 1.842)  -0.059
H (-6.303, -0.492, 3.774)  0.042
H (-5.000, 0.155, 3.351)  0.020
O (-5.368, -0.413, 4.025)  -0.060
H (0.196, 2.270, -1.133)  0.025
H (-0.304, 1.019, -0.512)  -0.010
O (-0.391, 1.975, -0.444)  -0.046
H (0.798, -1.538, -1.073)  0.026
H (-0.269, -0.799, -1.829)  0.063
O (0.159, -0.821, -0.964)  -0.048

## Properties
Total charge: 0
Structure (SMILES): O.O.O.O.O.O.S
HOMO energy: -10.6 eV

=====

b.
H14O6S | ωB97M-V/def2-TZVPD

Last column: Löwdin charge in e.
Cartesian coordinates (Å):
S (6.428, -1.086, -1.328)  0.462
H (5.297, -1.652, -1.766)  -0.249
H (5.833, 0.133, -1.429)  -0.211
H (2.044, -0.730, -0.786)  0.027
H (2.149, -2.193, -1.009)  0.066
O (1.562, -1.536, -0.592)  -0.049
H (-0.320, -1.439, -0.834)  0.009
H (-1.137, -0.238, -1.329)  -0.001
O (-1.090, -1.188, -1.398)  -0.081
H (-1.207, 3.102, 1.054)  0.038
H (-1.255, 1.703, 0.649)  0.031
O (-0.757, 2.276, 1.251)  -0.056
H (-3.252, -0.732, 3.241)  0.039
H (-4.183, 0.399, 3.379)  0.045
O (-4.047, -0.387, 2.838)  -0.042
H (1.220, 1.687, -0.851)  0.014
H (2.319, 2.027, 0.175)  0.055
O (2.129, 1.993, -0.784)  -0.066
H (-4.023, -0.396, 0.528)  -0.014
H (-4.037, -1.277, -0.661)  0.024
O (-3.671, -0.468, -0.348)  -0.042

## Properties
Total charge: 0
Structure (SMILES): O.O.O.O.O.O.S
HOMO energy: -9.9 eV

=====

Tell me which of them is the most stable. Sure, it is b.